# 1
Molecular formula: C3H4N2O
Method: DFT, ωB97M-V with the def2-TZVPD basis set

Properties
- Kohn-Sham gap (alpha / beta): 8.50 / 7.46 eV
- Total charge: 0
- HOMO level (alpha / beta): -0.3073 / -0.3107 hartree
- E_tot: -8198.3271 eV

XYZ file:
```
10
Properties=species:S:1:pos:R:3:forces:R:3:mulliken_charge:R:1
N -1.624491 1.030267 0.455723 0.2 -0.1 0.3 -0.5913
C -0.742140 0.608571 1.251583 -0.4 0.3 0.1 0.1475
O 0.426904 0.065424 0.844998 0.2 -0.1 -0.5 -0.3166
C 0.660565 0.032743 -0.513269 -0.6 0.9 1.1 -0.3015
C 1.334968 -1.044754 -1.018452 0.5 -1.9 -2.3 0.3219
N 2.172849 -1.956294 -1.184635 0.7 0.3 1.4 -0.4780
H -2.414904 1.411200 0.969073 0.1 0.0 0.0 0.2472
H -0.762002 0.618232 2.343697 0.0 0.0 -0.2 0.3561
H 0.037436 0.657487 -1.137487 0.2 -0.1 0.1 0.3683
H 0.910817 -1.422877 -2.011231 -0.8 0.7 0.0 0.2463
```
Positions in Å, forces in eV/Å.

***

# 2
Molecular formula: C18H29N2O2P2SeYb
Method: DFT, ωB97M-V with the def2-TZVPD basis set

Properties
- Kohn-Sham gap (alpha / beta): 5.37 / 5.98 eV
- <S²>: 0.761
- Multiplicity: 2
- Total charge: 0
- HOMO level (alpha / beta): -0.1914 / -0.2146 hartree
- E_tot: -141660.1059 eV

XYZ file:
```
55
Properties=species:S:1:pos:R:3:forces:R:3:mulliken_charge:R:1
C -1.142210 0.541187 -2.810298 -0.4 -0.5 -0.6 -1.0244
C -0.400195 0.675444 -1.606527 0.3 0.9 0.7 0.6458
N 0.093727 -0.465384 -0.991513 0.7 0.5 -0.1 0.3792
C 0.279461 -1.557973 -1.749184 -0.5 -0.4 -0.7 0.3678
C -0.246257 -1.661372 -3.036386 0.8 -1.1 0.8 -0.7256
C -1.020610 -0.621239 -3.547284 -0.6 1.1 0.5 -0.5303
C -0.115541 1.958093 -1.030130 -1.5 -1.3 -0.3 -1.3184
P 1.464344 2.448811 -0.383696 0.5 0.2 0.5 0.6070
Yb -0.131195 0.557177 1.302361 0.6 4.1 -2.8 0.4523
P 0.572099 -3.229845 0.436451 0.7 1.8 0.0 0.7406
C 1.116203 -2.712690 -1.184376 0.0 -0.3 -0.9 -0.5798
C -0.760387 -1.028739 2.723436 0.5 -3.7 0.5 -0.1982
C -0.128411 -0.234617 3.681036 0.2 1.4 1.1 -0.2912
C -0.696243 1.013299 3.989561 0.5 -0.9 0.3 -0.5180
C -1.930481 1.365320 3.436383 -0.5 0.6 0.1 -0.3855
C -2.631693 0.477353 2.614575 -0.2 -0.7 -0.1 -0.5690
C -2.064305 -0.766414 2.288682 -1.0 0.9 -0.2 -0.3015
O -2.948015 2.746202 -4.059051 -0.2 0.6 2.0 -0.6388
O -0.945135 3.544576 1.572107 1.9 -0.5 0.9 -0.4481
H -1.717020 1.397789 -3.168735 0.4 -0.4 0.1 0.5953
H -0.060346 -2.577019 -3.595883 -0.1 0.3 0.0 0.3727
H -1.506644 -0.720475 -4.517791 0.1 0.1 0.2 0.4035
C 2.684574 1.806602 -1.613348 0.0 -0.2 0.1 -0.9281
C 1.465498 4.236160 -0.832801 -0.2 0.1 0.1 -1.1509
H 1.024022 -3.596388 -1.836183 0.2 0.4 -0.1 0.4365
H 2.186220 -2.425680 -1.122734 -0.5 -0.1 0.1 0.0748
H -3.170374 2.564017 -4.941802 -0.5 -0.4 -1.9 0.2876
H -0.872657 2.732293 -1.187182 0.4 0.0 -0.4 0.4912
C 1.767917 -4.181722 1.320365 0.3 -1.1 0.2 -0.9007
C -1.059621 -3.915006 0.390981 -0.6 -0.8 0.0 -1.2216
H 0.825754 -0.530862 4.124494 -0.3 0.2 -0.2 0.3159
H -0.180731 1.697358 4.667902 -0.2 -0.2 -0.1 0.3914
H -2.381359 2.321835 3.700750 0.2 -0.2 -0.2 0.3498
H -3.624108 0.743404 2.241358 0.2 -0.1 0.2 0.3690
H -2.607526 -1.480619 1.661650 0.1 0.3 0.1 0.2289
H 0.076472 -1.354917 1.682602 -2.4 1.7 4.1 -0.7145
H -0.512371 4.214116 2.125788 -0.2 -0.3 -0.3 0.2575
H -1.742173 3.918057 1.273624 -1.6 0.8 -0.6 0.2377
H -3.793019 2.788728 -3.582758 0.4 0.0 -0.2 0.3073
H 0.432668 -1.897330 1.145768 1.4 -2.4 -2.3 1.0592
H 3.388015 2.620975 -1.840396 -0.1 -0.4 0.0 0.4307
H 3.230805 0.960929 -1.170999 -0.1 0.2 -0.3 0.0642
H 2.170309 1.485257 -2.528607 0.2 0.1 0.1 0.2471
H 2.483339 4.519272 -1.137043 -0.3 0.0 0.2 0.3985
H 0.760920 4.406307 -1.658706 0.3 0.1 0.1 0.2753
H 1.167513 4.825855 0.044729 0.1 0.0 -0.4 0.2687
H -0.977886 -5.009620 0.441178 -0.3 0.2 0.0 0.4107
H -1.638116 -3.551277 1.250645 0.2 -0.1 -0.2 0.3149
H -1.575003 -3.632757 -0.536605 0.2 0.0 0.2 0.3944
H 1.786788 -5.196161 0.896446 0.2 0.1 0.3 0.4150
H 2.766839 -3.720853 1.242344 -0.4 0.0 -0.1 0.1575
H 1.472759 -4.233350 2.378627 0.1 0.0 -0.3 0.3359
Se 4.311563 -1.561127 0.370929 0.7 -0.3 -0.2 -0.3459
C 2.991311 -0.653621 1.112416 -2.7 1.7 1.2 0.2627
N 2.060511 -0.049357 1.552834 2.9 -1.8 -0.8 -0.5562
```
Positions in Å, forces in eV/Å.

***

# 3
Molecular formula: C14H54N22O13
Method: DFT, ωB97M-V with the def2-TZVPD basis set

Properties
- Kohn-Sham gap: 8.70 eV
- Total charge: 0
- HOMO level: -0.3435 hartree
- E_tot: -74790.4680 eV

XYZ file:
```
103
Properties=species:S:1:pos:R:3:forces:R:3:mulliken_charge:R:1
C -5.829927 -4.861788 20.807265 -1.3 -0.6 -1.2 -1.2528
C -6.087613 -6.358011 20.604786 -1.1 -0.1 1.5 0.5778
O -4.842095 -7.015404 20.630253 0.9 -1.3 0.7 -0.5531
H -6.800558 -4.360311 20.771180 0.1 0.1 0.3 0.2692
H -5.252312 -4.397687 20.038557 0.4 -0.1 -0.8 0.2559
H -5.297962 -4.699906 21.709943 0.2 0.0 1.1 0.4291
H -6.622430 -6.740586 19.739007 -0.1 0.9 -0.5 -0.2600
H -6.778899 -6.668120 21.462844 1.0 0.2 -0.6 0.2378
H -4.935595 -7.954744 20.892208 0.0 1.1 -0.3 0.2365
C -10.330002 -9.641974 11.788279 -7.1 -3.5 -5.7 0.3786
O -11.145896 -10.412898 10.982259 4.2 3.6 4.4 -0.7635
N -10.800589 -8.866126 12.740817 -4.2 0.3 1.1 -0.4550
N -9.068103 -9.500770 11.623128 5.8 0.2 -3.4 -0.2405
H -11.817175 -8.955974 12.918986 1.0 0.2 -0.5 0.2859
H -10.327393 -8.237248 13.346172 1.0 0.3 0.5 0.0817
H -8.568929 -9.923128 10.778219 -1.4 0.7 1.7 0.2434
H -8.570617 -8.675420 12.031842 -0.5 -0.9 -0.6 0.4708
C -4.084269 -8.486611 14.766191 0.6 6.7 -8.5 0.1246
O -3.779105 -7.879624 13.491369 -1.2 -3.2 7.5 -0.6694
N -4.800118 -7.905254 15.681272 -1.5 4.7 1.8 -0.0670
N -4.073008 -9.735046 14.997564 2.9 -7.0 1.9 -0.3597
H -5.228834 -6.916094 15.497401 1.7 -2.0 0.9 0.3977
H -4.673416 -8.228894 16.646697 -0.7 0.5 -0.1 0.1559
H -3.480723 -10.216275 14.364985 0.6 -0.8 -0.8 0.3323
H -3.968871 -10.198341 15.972008 -0.5 1.6 -2.0 0.2733
C -6.236647 -8.068017 11.837236 2.5 -6.9 0.3 0.3897
O -5.479681 -9.231337 11.949854 -3.5 5.7 -0.3 -0.8508
N -7.187964 -7.702039 12.640477 -0.6 0.5 3.0 0.4169
N -6.306427 -7.472143 10.695769 2.7 -0.3 -3.0 -0.2637
H -7.177274 -8.192321 13.558219 -0.3 1.2 -0.7 -0.1995
H -7.685657 -6.807475 12.451149 0.2 -0.8 0.8 0.2815
H -5.602240 -7.904180 10.101662 -0.5 0.9 -0.7 0.3595
H -6.895425 -6.705492 10.476748 -0.1 0.5 -0.3 0.1590
C -5.500490 -4.605774 16.432575 0.4 2.7 6.8 0.2334
O -5.850329 -4.293158 17.725128 1.5 -1.9 -7.1 -0.5756
N -4.419020 -4.122591 15.801090 2.9 2.6 1.6 -0.4814
N -6.116008 -5.403795 15.606037 -3.3 -2.3 -0.7 -0.1008
H -3.747589 -3.573885 16.383783 -1.1 -0.6 -0.7 0.3342
H -3.942269 -4.615288 15.064036 -0.3 -0.3 -0.1 0.1942
H -6.903908 -6.031606 15.937633 0.5 1.0 -0.5 0.1127
H -5.964092 -5.346632 14.621092 0.2 0.2 -0.5 0.1693
C -9.339469 -11.224122 14.794955 3.5 -5.7 4.3 0.2586
O -8.843906 -12.131853 15.728100 -2.3 4.6 -3.4 -0.7745
N -8.501999 -10.669568 13.915108 2.5 -0.5 -1.9 -0.3568
N -10.582143 -10.907263 14.679125 -4.0 0.9 0.4 -0.0553
H -7.516040 -11.145615 13.898237 -1.9 0.4 0.6 0.1057
H -8.722350 -10.252281 12.960125 -0.2 -1.2 1.8 0.3263
H -11.365151 -11.199029 15.309474 1.7 0.1 -0.8 0.3564
H -10.762098 -10.125214 14.032157 -0.1 -0.9 0.7 -0.0340
C -9.152018 -2.770254 15.265400 -6.1 3.1 0.4 0.3354
O -10.506292 -2.349809 15.362001 6.5 -2.4 -0.7 -0.7484
N -8.608364 -3.573513 16.105863 0.0 -2.6 2.4 0.0636
N -8.335933 -2.253004 14.351818 0.1 0.8 -1.7 -0.3240
H -9.249263 -4.053244 16.776611 1.2 0.8 -0.7 0.1352
H -7.730635 -4.035051 15.919056 0.0 0.4 0.1 -0.0361
H -8.894893 -1.816975 13.651823 0.3 0.7 -0.7 0.2831
H -7.351013 -2.463362 14.157264 -1.0 -0.1 0.5 0.2202
C -8.341453 -7.959225 15.551768 -4.9 -1.9 -2.5 0.6168
O -9.639085 -8.092358 15.177216 4.6 0.5 1.3 -0.4806
N -7.365455 -8.704057 15.127483 2.4 -3.2 -2.1 0.1857
N -7.922454 -7.066221 16.370282 -1.1 3.1 5.8 1.9797
H -7.704179 -9.562742 14.523851 0.1 0.9 1.0 -0.4231
H -6.282329 -8.568751 15.329461 -2.4 0.4 0.1 -0.4317
H -8.727384 -6.692294 16.935403 0.4 0.1 -0.8 -0.3509
H -7.254394 -7.402707 17.138500 0.0 -0.1 -1.1 -0.3864
C -6.600420 -9.645590 18.298455 2.0 7.5 1.7 0.3666
O -6.080912 -8.409107 18.057548 -1.0 -4.3 0.6 -0.6795
N -6.729445 -10.060917 19.527880 2.1 0.3 3.8 -0.3483
N -7.245283 -10.253409 17.420195 -1.9 -1.9 -4.4 0.4705
H -6.080389 -9.651492 20.239379 -1.2 -0.6 -1.1 0.2399
H -7.023032 -10.993395 19.700428 -0.2 -0.7 0.2 0.2105
H -7.309089 -9.723496 16.562345 -0.1 -0.6 -0.3 -0.3965
H -7.933746 -10.971337 17.538077 0.0 -0.7 0.0 0.3312
C -11.723555 -9.126693 17.892665 -2.7 -3.6 7.1 0.2133
O -12.443508 -9.531154 18.963432 3.1 1.0 -5.0 -0.7654
N -10.548406 -9.657096 17.558375 1.4 -3.3 0.3 -0.0065
N -12.102600 -7.991200 17.364105 -4.8 2.3 -0.2 -0.4102
H -10.342520 -10.671587 17.912371 -0.8 2.8 -0.8 0.3562
H -10.095243 -9.431882 16.673142 -0.4 0.2 0.1 -0.2187
H -13.136113 -7.763328 17.550058 2.4 -0.5 -0.2 0.2625
H -11.706042 -7.563686 16.587300 0.8 0.2 -2.0 0.2540
C -5.914787 -12.446480 13.275000 -0.7 -7.4 0.6 0.2887
O -6.183909 -13.717563 13.500558 1.2 5.0 -1.2 -0.7522
N -5.561056 -11.866417 12.180664 1.2 2.1 -4.6 -0.2004
N -6.020047 -11.559050 14.264146 0.7 0.0 5.8 -0.1613
H -5.492074 -10.808033 12.166151 -0.1 -1.3 0.0 0.3635
H -5.410058 -12.274952 11.240192 -0.5 -0.2 1.6 0.2541
H -5.832031 -12.058785 15.187889 -1.2 0.6 -1.6 0.2318
H -5.485394 -10.697617 14.361852 0.0 -0.3 -1.2 -0.0101
C -9.906639 -5.352257 18.595311 4.6 4.3 7.0 -0.0634
O -9.131628 -5.033564 19.651916 -3.5 -1.6 -4.7 -0.6849
N -10.446226 -4.389926 17.873241 -2.0 1.4 -1.1 -0.4021
N -10.013537 -6.559804 18.122240 0.2 -6.4 2.0 -0.7546
H -10.362396 -3.404062 18.147561 -0.3 -0.9 0.0 0.2924
H -11.031820 -4.642492 17.067962 0.2 0.6 0.7 0.2329
H -9.491978 -7.215979 18.843258 -1.1 1.7 -1.8 0.2814
H -10.968125 -7.070618 18.035642 1.4 1.7 0.0 0.4300
C -9.677615 -5.354636 13.669196 -2.0 -0.5 0.2 -0.0011
O -8.921718 -5.658599 12.512425 -0.8 0.9 -1.9 -0.6415
H -9.038325 -5.397820 14.506919 0.9 0.2 0.7 -0.3210
H -10.453382 -6.105353 13.911255 0.3 0.0 -0.5 0.0134
H -10.236104 -4.418059 13.646129 0.5 0.3 -0.3 0.6613
H -9.375863 -5.311844 11.696077 0.6 -0.5 1.4 0.2904
```
Positions in Å, forces in eV/Å.